1.
Below is C28H52AuP2 as an isolated structure at a distorted geometry, with properties calculated with ωB97M-V/def2-TZVPD.

Results
DFT total energy: -1916.16201 Ha
LUMO energy (alpha / beta): -1.8 / -4.2 eV
charge: +1
energy above the lowest of the compared OMol25 structures with the same formula, charge and spin: 0.0 kJ/mol
HOMO-LUMO gap (alpha / beta): 7.9 / 5.9 eV
<S²>: 2.018
spin multiplicity: 3

CARTESIAN COORDINATES (ANGSTROEM)
1 Au 0.5557 -1.5623 0.3898
2 C -2.0085 -2.3882 1.4423
3 C -2.6666 -2.3522 0.2020
4 C -0.9172 -3.8395 -0.0230
5 C -0.8548 -3.2780 1.3277
6 C -2.0057 -3.2429 -0.6950
7 C -2.5257 -1.8479 2.7170
8 H -3.0888 -0.9197 2.5678
9 H -1.6999 -1.6521 3.4133
10 H -3.2086 -2.5637 3.2078
11 C -0.3524 -4.0558 2.4970
12 H -0.3541 -3.4558 3.4144
13 H 0.6648 -4.4177 2.3276
14 H -0.9803 -4.9432 2.6999
15 C -0.2020 -5.0569 -0.4558
16 H -0.7474 -5.9598 -0.1220
17 H 0.8090 -5.1004 -0.0302
18 H -0.1110 -5.1205 -1.5477
19 C -2.5281 -3.6706 -2.0129
20 H -3.1331 -4.5888 -1.9002
21 H -1.7114 -3.9060 -2.7122
22 H -3.1817 -2.9139 -2.4690
23 C -3.9610 -1.6825 -0.0646
24 H -4.7934 -2.3984 0.0355
25 H -4.0079 -1.2630 -1.0801
26 H -4.1416 -0.8792 0.6610
27 C 0.6963 5.1003 0.6918
28 C -0.6032 5.1578 1.0055
29 C -1.6456 5.9721 0.2902
30 C -1.4919 6.0790 -1.2470
31 C -1.1183 4.7977 -1.9351
32 C 0.1205 4.3594 -2.1873
33 C 1.4086 5.0113 -1.7742
34 C 1.3622 5.8141 -0.4508
35 H -1.6620 7.0009 0.6936
36 H -0.7884 6.8831 -1.4967
37 H -2.6366 5.5474 0.5137
38 H 0.9019 6.7930 -0.6325
39 H 1.3954 4.5640 1.3504
40 H -0.9596 4.6990 1.9347
41 H 2.4085 6.0051 -0.1597
42 H 2.1816 4.2294 -1.6911
43 H 0.2516 3.4908 -2.8442
44 H 1.7492 5.6906 -2.5744
45 H -2.4761 6.3828 -1.6413
46 H -1.9827 4.2251 -2.3006
47 P 0.3276 0.7822 0.8751
48 P 0.6291 -0.6949 -1.8944
49 C 0.9890 1.7525 -0.5391
50 C 1.4651 0.9435 -1.7651
51 H 1.8156 2.3721 -0.1608
52 H 0.1908 2.4480 -0.8382
53 H 1.2840 1.5001 -2.7023
54 H 2.5535 0.7627 -1.6993
55 C 1.4550 -1.7279 -3.1255
56 H 0.8385 -2.6239 -3.2955
57 H 2.4399 -2.0415 -2.7578
58 H 1.5789 -1.1996 -4.0833
59 C -1.0245 -0.3433 -2.5749
60 H -0.9644 0.3085 -3.4675
61 H -1.6669 0.1261 -1.8201
62 H -1.4878 -1.2952 -2.8703
63 C 1.2079 1.4031 2.3421
64 H 0.8275 0.8906 3.2404
65 H 1.0564 2.4908 2.4555
66 H 2.2842 1.1951 2.2379
67 C -1.3885 1.3608 1.0528
68 H -2.0010 0.9808 0.2243
69 H -1.4349 2.4640 1.0714
70 H -1.7931 0.9695 1.9969
71 C 2.9316 -2.2663 2.7348
72 C 3.3677 -2.7595 1.3483
73 C 3.2624 -4.2777 1.1639
74 C 2.6868 -1.9726 0.2276
75 H 1.9062 -2.5930 2.9552
76 H 2.9447 -1.1682 2.7808
77 H 3.6021 -2.6311 3.5211
78 H 4.4417 -2.5222 1.2387
79 H 2.3254 -4.6864 1.5563
80 H 3.3329 -4.5336 0.0984
81 H 4.0952 -4.7854 1.6690
82 H 2.8877 -2.4298 -0.7493
83 H 3.0742 -0.9419 0.2176

2.
Below is C28H52ClOPTi as an isolated structure at a distorted geometry, with properties calculated with ωB97M-V/def2-TZVPD.

Results
DFT total energy: -2824.24423 Ha
LUMO energy (alpha / beta): 2.6 / 2.6 eV
charge: -1
HOMO-LUMO gap (alpha / beta): 4.1 / 4.4 eV
<S²>: 0.761
spin multiplicity: 2

CARTESIAN COORDINATES (ANGSTROEM)
1 Ti 0.6295 0.1047 0.3150
2 Cl 2.4595 0.2071 1.5335
3 P 0.1680 0.5935 -2.1646
4 C -3.2962 -0.9200 -0.3650
5 H -3.6436 -0.4126 0.6534
6 H -3.0788 -0.0576 -1.1202
7 C 2.0198 0.7600 -2.3740
8 C -0.7083 2.2585 -2.2943
9 C 2.4525 0.9204 -3.8393
10 H 2.2820 1.6994 -1.8554
11 C 3.9380 1.2782 -3.9224
12 H 2.2871 -0.0246 -4.3734
13 H 1.8786 1.7005 -4.3586
14 C 4.8270 0.3060 -3.1278
15 H 4.2568 1.2756 -4.9747
16 H 4.0854 2.2983 -3.5421
17 C 4.2975 -0.0438 -1.7271
18 H 4.9448 -0.6240 -3.6994
19 H 5.8286 0.7413 -3.0246
20 C 2.7901 -0.4014 -1.7387
21 H 4.8692 -0.8776 -1.2925
22 H 4.4399 0.8200 -1.0625
23 H 2.6324 -1.3288 -2.3151
24 H 2.4666 -0.5862 -0.6853
25 C -0.4753 -0.4693 -3.5489
26 C -2.1983 2.1338 -2.6630
27 H -0.6561 2.6503 -1.2575
28 C -2.8946 3.4948 -2.6382
29 H -2.3061 1.7059 -3.6678
30 H -2.7041 1.4571 -1.9658
31 C -2.1989 4.5378 -3.5147
32 H -3.9351 3.3704 -2.9521
33 H -2.9166 3.8447 -1.5992
34 C -0.6862 4.6038 -3.2750
35 H -2.3888 4.3002 -4.5704
36 H -2.6418 5.5223 -3.3254
37 C 0.0096 3.2352 -3.2320
38 H -0.2152 5.2176 -4.0484
39 H -0.4990 5.1144 -2.3223
40 H 0.0316 2.8278 -4.2559
41 H 1.0568 3.3731 -2.9245
42 C 0.2364 -1.8256 -3.7156
43 H -1.5028 -0.6698 -3.1818
44 C -0.5325 -2.7045 -4.7145
45 H 1.2660 -1.6792 -4.0789
46 H 0.3212 -2.3504 -2.7564
47 C -0.8205 -2.0223 -6.0578
48 H 0.0280 -3.6279 -4.8849
49 H -1.4878 -3.0058 -4.2650
50 C -1.3767 -0.6062 -5.8870
51 H 0.1060 -1.9739 -6.6460
52 H -1.5380 -2.6216 -6.6320
53 C -0.5611 0.2388 -4.9095
54 H -1.4178 -0.0947 -6.8532
55 H -2.4086 -0.6661 -5.5187
56 H 0.4504 0.3777 -5.3157
57 H -1.0110 1.2353 -4.8256
58 C -0.2051 -1.5561 -0.1137
59 C -2.8842 -2.1852 -0.4334
60 H -0.1624 -1.8990 -1.1266
61 C -2.9353 -3.1667 0.8059
62 H -2.2249 -2.4792 -1.2384
63 C -1.9500 -3.0205 2.0385
64 H -4.0142 -3.1845 1.1045
65 H -2.7209 -4.1799 0.4735
66 C -0.5187 -3.4865 1.7243
67 H -2.0301 -1.9665 2.3412
68 H -2.2878 -3.6240 2.9015
69 C 0.3280 -2.4346 0.8906
70 H 0.0135 -3.7117 2.6859
71 H -0.4920 -4.4044 1.1050
72 H 0.8685 -1.7536 1.5938
73 H 1.1142 -3.0348 0.4314
74 C -0.6247 1.9084 2.6058
75 C -1.2464 0.6251 2.0665
76 C -2.6099 0.4935 2.6784
77 O -1.1675 0.7605 0.6109
78 H -0.9913 2.7521 2.0007
79 H 0.4723 1.8563 2.6039
80 H -0.9709 2.0663 3.6322
81 H -0.6332 -0.3071 2.2768
82 H -3.2889 1.2560 2.3083
83 H -3.0350 -0.5017 2.5806
84 H -2.4069 0.6632 3.7191

3.
Below is C28H52OP2Zr as an isolated structure at a distorted geometry, with properties calculated with ωB97M-V/def2-TZVPD.

Results
DFT total energy: -1902.42186 Ha
LUMO energy: -7.4 eV
charge: +2
energy above the lowest of the compared OMol25 structures with the same formula, charge and spin: 146.5 kJ/mol
HOMO-LUMO gap: 5.4 eV
spin multiplicity: 1

CARTESIAN COORDINATES (ANGSTROEM)
1 Zr -0.2430 -0.4294 1.1272
2 C 0.0372 1.8921 2.4909
3 C -0.8429 1.9067 1.3140
4 C -1.9107 0.8348 3.0915
5 C -0.7322 1.3901 3.5890
6 C -2.0094 1.1093 1.6768
7 C 1.1772 2.8308 2.7251
8 H 0.9359 3.8560 2.3979
9 H 2.1373 2.5001 2.2966
10 H 1.3369 2.9119 3.8097
11 C -0.4384 1.5120 5.0497
12 H 0.3437 2.2626 5.2543
13 H -0.1379 0.5478 5.4962
14 H -1.3677 1.8339 5.5570
15 C -3.0219 0.3917 3.9524
16 H -3.1504 1.0796 4.7998
17 H -2.7956 -0.5820 4.3952
18 H -3.9632 0.2755 3.4081
19 C -3.2827 0.9044 0.9328
20 H -4.1877 1.1815 1.5037
21 H -3.4234 -0.1781 0.7519
22 H -3.3048 1.4142 -0.0374
23 C -0.7494 2.9587 0.2934
24 H -0.7884 3.9619 0.7430
25 H -1.4932 2.9404 -0.4998
26 H 0.2199 2.8584 -0.1832
27 C 2.2929 1.9286 -2.8190
28 C 1.9175 3.1586 -3.2351
29 C 0.8319 3.4131 -4.2606
30 C 0.4372 2.2743 -5.3156
31 C -0.7776 1.5123 -4.8446
32 C -1.0546 1.3357 -3.5345
33 C -0.0121 0.8868 -2.5486
34 C 1.4388 0.7050 -3.0502
35 H 1.2604 4.2189 -4.8930
36 H 1.2774 1.5846 -5.5232
37 H -0.1118 3.7903 -3.7951
38 H 1.4569 0.2754 -4.0726
39 H 3.2392 1.7704 -2.3251
40 H 2.3493 4.0714 -2.7952
41 H 1.8709 -0.1049 -2.4363
42 H -0.0405 1.6234 -1.7293
43 H -2.0459 1.5380 -3.0968
44 H -0.3135 -0.1205 -2.1322
45 H 0.2204 2.7972 -6.2662
46 H -1.4750 1.1520 -5.6134
47 P 0.6701 -2.3240 -1.7100
48 P -2.0186 -2.1748 -0.0015
49 C -0.7191 -3.4761 -2.1443
50 C -1.6889 -3.7401 -1.0154
51 H -0.3084 -4.4134 -2.5388
52 H -1.2623 -2.9714 -2.9509
53 H -2.6328 -4.1192 -1.4431
54 H -1.3295 -4.5289 -0.3449
55 C -3.6179 -2.9183 0.6049
56 H -4.2662 -2.1522 1.0514
57 H -3.3977 -3.6986 1.3492
58 H -4.2027 -3.3901 -0.2116
59 C -2.8433 -1.2046 -1.3772
60 H -3.1919 -1.8440 -2.2098
61 H -2.1682 -0.4248 -1.7660
62 H -3.7357 -0.7102 -0.9600
63 C 1.7399 -3.5337 -0.7910
64 H 2.5925 -2.9999 -0.3302
65 H 2.1351 -4.2867 -1.4966
66 H 1.1363 -4.0179 -0.0083
67 C 1.4611 -2.5204 -3.4011
68 H 0.9215 -1.8687 -4.0929
69 H 1.4108 -3.5413 -3.7913
70 H 2.5163 -2.2527 -3.4051
71 C 3.1529 -0.1213 1.6001
72 C 2.6165 -0.7713 2.8470
73 C 3.1879 -2.1628 3.1569
74 C 2.8829 -0.0086 4.1474
75 O 1.0535 -0.8785 2.5066
76 H 4.1582 0.3044 1.6885
77 H 2.4915 0.6774 1.3008
78 H 3.2018 -0.8823 0.8190
79 H 4.2247 -2.0928 3.5428
80 H 2.5914 -2.6639 3.9308
81 H 3.2159 -2.8254 2.2874
82 H 2.5058 1.0200 4.1500
83 H 2.4354 -0.5304 5.0129
84 H 3.9745 0.0725 4.3452

4.
Below is C28H53BBr21N as an isolated structure at a distorted geometry, with properties calculated with ωB97M-V/def2-TZVPD.

Results
DFT total energy: -55232.55592 Ha
LUMO energy: 0.0 eV
HOMO-LUMO gap: 7.5 eV
spin multiplicity: 1

CARTESIAN COORDINATES (ANGSTROEM)
1 Br 5.5302 -2.9369 1.0650
2 B 4.7573 -1.5926 -0.2003
3 C 3.6908 -0.5103 0.3414
4 C 2.3237 -1.1829 0.7720
5 C 1.1594 -0.1134 1.0537
6 C 0.1906 -0.0917 -0.1894
7 N -1.1266 -0.7287 0.0340
8 C -1.5453 -1.6139 1.0327
9 C -2.9393 -1.9391 0.7121
10 C -3.3037 -1.1755 -0.5240
11 C -2.1091 -0.4159 -0.9148
12 H 5.1544 -1.6387 -1.3107
13 H 4.1938 -0.0453 1.2467
14 H 3.5831 0.2851 -0.4457
15 H 2.0148 -1.8859 -0.0470
16 H 2.5378 -1.7784 1.7065
17 H 0.6612 -0.3330 2.0281
18 H 1.7002 0.8732 1.1284
19 H 0.0515 0.9743 -0.5343
20 H 0.6475 -0.6200 -1.0805
21 H -0.9269 -1.9769 1.8764
22 H -3.5967 -2.6223 1.2986
23 H -4.3089 -1.2035 -1.0335
24 H -2.0302 0.2623 -1.7874
25 Br -4.6510 -3.6361 -4.7172
26 C -6.4567 -3.2158 -4.1186
27 C -6.6476 -1.7311 -3.9560
28 Br -5.8094 -1.0855 -2.3165
29 H -6.6259 -3.7745 -3.2005
30 H -7.1117 -3.6010 -4.8991
31 H -7.7054 -1.4903 -3.8491
32 H -6.2294 -1.1513 -4.7758
33 Br -0.5810 2.1978 2.5803
34 C 0.4961 3.6998 3.1957
35 C 1.8168 3.2346 3.7525
36 Br 1.6097 2.4811 5.5372
37 H -0.1055 4.2490 3.9164
38 H 0.6518 4.3192 2.3119
39 H 2.4988 4.0758 3.8781
40 H 2.2965 2.4728 3.1409
41 Br 2.0138 -7.6438 0.7560
42 C 2.7911 -5.8880 0.4261
43 C 2.2114 -4.8483 1.3498
44 Br 0.4265 -4.3091 0.7841
45 H 2.6326 -5.6625 -0.6262
46 H 3.8582 -6.0105 0.6110
47 H 2.8055 -3.9366 1.3194
48 H 2.1279 -5.1876 2.3803
49 Br 4.1036 3.5031 -1.0608
50 C 5.3537 3.3498 -2.5483
51 C 4.8308 2.4187 -3.6121
52 Br 5.0245 0.5569 -3.0829
53 H 6.3073 3.0334 -2.1304
54 H 5.4521 4.3611 -2.9429
55 H 5.4153 2.5167 -4.5271
56 H 3.7784 2.5736 -3.8409
57 Br 8.9220 -0.1727 -0.7583
58 C 9.2065 -0.7329 -2.6019
59 C 9.9375 0.3237 -3.3910
60 Br 8.7482 1.7870 -3.8756
61 H 8.2296 -0.9764 -3.0145
62 H 9.8050 -1.6412 -2.5339
63 H 10.2916 -0.0812 -4.3387
64 H 10.7759 0.7608 -2.8531
65 Br 5.3580 3.2865 8.2166
66 C 5.6071 2.7180 6.3707
67 C 6.3021 3.7801 5.5574
68 Br 5.0822 5.2242 5.0858
69 H 4.6245 2.4549 5.9837
70 H 6.2222 1.8202 6.4312
71 H 6.6408 3.3728 4.6049
72 H 7.1457 4.2340 6.0728
73 Br -8.7360 -2.1045 -7.2131
74 C -9.9540 -3.6159 -7.0434
75 C -10.9771 -3.3768 -5.9632
76 Br -10.2059 -3.6262 -4.1924
77 H -9.3432 -4.4987 -6.8678
78 H -10.4382 -3.7014 -8.0158
79 H -11.7823 -4.1091 -6.0276
80 H -11.4015 -2.3755 -5.9858
81 Br -1.5647 3.5889 -3.7807
82 C -0.4861 5.0857 -3.1564
83 C 0.8297 4.6148 -2.5930
84 Br 0.6065 3.8588 -0.8136
85 H -1.0890 5.6346 -2.4365
86 H -0.3241 5.7065 -4.0374
87 H 1.5141 5.4531 -2.4613
88 H 1.3105 3.8528 -3.2031
89 Br 4.0194 7.1823 8.1483
90 C 3.2675 6.2439 9.6793
91 C 3.1238 7.1586 10.8685
92 Br 4.8406 7.4701 11.7352
93 H 3.9080 5.3864 9.8720
94 H 2.2904 5.8945 9.3458
95 H 2.4993 6.6977 11.6337
96 H 2.7162 8.1342 10.6129
97 Br -11.9207 -8.9664 -2.2928
98 C -11.8485 -7.0262 -2.1381
99 C -13.1985 -6.4053 -2.3884
100 Br -13.6208 -6.3712 -4.2899
101 H -11.0829 -6.6797 -2.8288
102 H -11.5239 -6.8345 -1.1155
103 H -13.2034 -5.3606 -2.0780
104 H -14.0123 -6.9301 -1.8927

5.
Below is a 4-piece molecular cluster, C28H53N2O11 overall at a distorted geometry, with properties calculated with ωB97M-V/def2-TZVPD.

Results
DFT total energy: -2035.55566 Ha
LUMO energy: -2.3 eV
charge: +1
energy above the lowest of the compared OMol25 structures with the same formula, charge and spin: 0.0 kJ/mol
HOMO-LUMO gap: 9.5 eV
spin multiplicity: 1

CARTESIAN COORDINATES (ANGSTROEM)
1 C -4.8427 3.0023 -1.9553
2 O -5.0331 2.6430 -3.3273
3 C -5.1439 1.2345 -3.4767
4 C -3.8183 0.5282 -3.9729
5 C -2.5480 1.4605 -3.9941
6 C -1.2917 0.5544 -3.7432
7 C 0.0472 1.3466 -3.4911
8 C 0.6827 0.8723 -2.1130
9 C 1.3043 -0.5846 -2.2860
10 N 0.7748 -1.4832 -1.1760
11 C 0.9691 -2.8930 -1.6666
12 C -0.1025 -3.3887 -2.6648
13 N -1.0271 -2.6629 -3.1529
14 C 1.6776 -1.2712 0.0046
15 C 1.0224 -1.1553 1.4213
16 C -0.4846 -1.5471 1.5653
17 C -0.8435 -3.0480 1.2623
18 C -2.0259 -3.0609 0.2366
19 O -3.1452 -2.2873 0.7204
20 C -3.6622 -1.5430 -0.3918
21 H -3.8038 2.8224 -1.5845
22 H -5.5608 2.4358 -1.3128
23 H -5.0212 4.1036 -1.8906
24 H -5.4860 0.7154 -2.5445
25 H -5.9339 1.0300 -4.2419
26 H -3.9366 0.0211 -4.9614
27 H -3.6018 -0.2954 -3.2415
28 H -2.4677 1.9518 -4.9957
29 H -2.5711 2.2591 -3.2196
30 H -1.1314 -0.1734 -4.5736
31 H -1.5277 -0.0615 -2.8342
32 H -0.0781 2.4502 -3.4791
33 H 0.7817 1.0332 -4.2768
34 H 1.4451 1.5959 -1.7360
35 H -0.1541 0.8886 -1.3705
36 H 2.4123 -0.5745 -2.3248
37 H 0.9539 -0.9339 -3.2889
38 H -0.2050 -1.2045 -1.0615
39 H 1.0928 -3.6406 -0.8576
40 H 1.9394 -2.8860 -2.2282
41 H -0.0624 -4.4656 -2.9692
42 H -1.6035 -3.2233 -3.7843
43 H 2.2977 -0.3441 -0.1686
44 H 2.4199 -2.1075 0.0245
45 H 1.2047 -0.1180 1.7993
46 H 1.6059 -1.8124 2.1186
47 H -1.0785 -0.8330 0.9308
48 H -0.7866 -1.3017 2.6130
49 H 0.0155 -3.6919 0.9769
50 H -1.2547 -3.4771 2.2120
51 H -2.3665 -4.1005 0.0198
52 H -1.7412 -2.6023 -0.7450
53 H -4.6647 -1.1155 -0.1648
54 H -3.7937 -2.1926 -1.2970
55 H -2.9986 -0.6708 -0.6466
56 C 5.3211 -1.3540 3.7189
57 C 5.4272 -0.2232 2.7223
58 C 5.3474 1.1437 3.3404
59 O 4.8166 1.9267 2.2666
60 C 4.0667 1.0946 1.5109
61 O 3.2968 1.4554 0.6724
62 O 4.2979 -0.2047 1.8328
63 H 6.1533 -1.3346 4.4237
64 H 4.3829 -1.2975 4.2771
65 H 5.3218 -2.3152 3.2035
66 H 6.3318 -0.3381 2.1177
67 H 6.3188 1.5210 3.6557
68 H 4.6521 1.1983 4.1830
69 C -6.4488 7.6546 -2.3339
70 C -6.6569 7.3483 -0.8674
71 C -7.6852 8.2229 -0.2076
72 O -7.2429 8.2275 1.1505
73 C -5.8936 8.0527 1.1225
74 O -5.1722 8.2317 2.0476
75 O -5.4812 7.6485 -0.1101
76 H -7.3592 7.4744 -2.9073
77 H -6.1415 8.6926 -2.4764
78 H -5.6496 7.0335 -2.7426
79 H -6.8862 6.2858 -0.7320
80 H -8.6951 7.8222 -0.2885
81 H -7.6789 9.2525 -0.5772
82 C 7.0856 -6.8042 5.2858
83 C 6.8698 -5.3775 4.8348
84 C 7.0274 -5.1744 3.3529
85 O 7.4339 -3.8059 3.2785
86 C 8.0910 -3.5340 4.4392
87 O 8.7572 -2.5682 4.6206
88 O 7.8851 -4.5134 5.3564
89 H 6.3416 -7.4716 4.8481
90 H 8.0818 -7.1544 5.0084
91 H 7.0207 -6.8728 6.3727
92 H 5.8998 -5.0122 5.1888
93 H 6.0992 -5.3362 2.8048
94 H 7.8147 -5.7921 2.9115